a.
Molecular formula: C7H15NO2S
Method: DFT, wB97M-V/def2-TZVPD

Results
LUMO energy: 0.56 eV
Total charge: 0
Gap between HOMO and LUMO: 0.40140 Ha

CARTESIAN COORDINATES (ANGSTROEM)
C  1.095  -0.830  -1.062
C  -0.130  -0.679  -0.179
C  -0.204  -1.686  0.960
C  -1.479  -0.896  -0.965
S  -2.696  0.038  -0.016
O  -3.511  -0.827  0.806
O  -3.409  0.899  -0.889
N  -1.636  0.846  1.001
C  -0.321  0.731  0.326
C  0.729  1.222  1.245
C  -0.477  1.623  -0.898
H  1.901  -0.205  -0.612
H  0.663  -0.602  -2.025
H  1.633  -1.730  -1.143
H  -1.114  -1.589  1.637
H  0.671  -1.628  1.596
H  -0.277  -2.752  0.635
H  -1.524  -0.377  -1.945
H  -1.788  -1.959  -1.014
H  -1.707  0.293  1.865
H  0.504  1.998  1.980
H  1.566  1.515  0.616
H  0.978  0.318  1.759
H  -1.306  1.478  -1.546
H  0.373  1.453  -1.605
H  -0.548  2.618  -0.566

The net atomic charges from Mulliken, expressed in e, are: C -1.887; C 1.550; C -1.714; C -1.080; S 1.181; O -0.706; O -0.666; N -0.562; C 1.160; C -1.663; C -1.731; H 0.292; H 0.465; H 0.410; H 0.367; H 0.438; H 0.425; H 0.426; H 0.508; H 0.434; H 0.445; H 0.326; H 0.345; H 0.406; H 0.321; H 0.511

---

b.
Molecular formula: C7H15NO2S
Method: DFT, wB97M-V/def2-TZVPD

Results
LUMO energy: 0.66 eV
Total charge: 0
Gap between HOMO and LUMO: 0.37200 Ha

CARTESIAN COORDINATES (ANGSTROEM)
C  -1.655  2.996  0.081
C  -0.764  1.787  0.346
C  0.257  1.693  -0.836
N  1.368  0.753  -0.599
C  1.010  -0.580  -0.207
C  1.077  -0.997  1.238
C  0.840  -2.502  1.235
S  -0.312  -2.724  -0.214
O  0.368  -3.603  -1.152
O  -1.618  -3.002  0.351
C  -0.278  -1.172  -0.927
H  -2.151  3.468  1.084
H  -0.991  3.744  -0.587
H  -2.530  2.566  -0.583
H  -0.298  2.086  1.292
H  -1.445  0.939  0.342
H  -0.215  1.523  -1.819
H  0.709  2.767  -0.866
H  1.850  0.743  -1.472
H  1.853  -1.294  -0.580
H  0.198  -0.711  1.826
H  1.995  -0.672  1.675
H  1.924  -2.889  0.968
H  0.338  -2.947  2.119
H  -0.252  -1.135  -2.010
H  -1.279  -0.837  -0.706

The net atomic charges from Mulliken, expressed in e, are: C -1.013; C 0.008; C -0.737; N -0.395; C -0.045; C -0.840; C -0.647; S 1.174; O -0.678; O -0.688; C -0.836; H 0.295; H 0.249; H 0.239; H 0.175; H 0.172; H 0.297; H 0.433; H 0.309; H 0.343; H 0.244; H 0.415; H 0.274; H 0.445; H 0.442; H 0.365

---

Which structure is the least stable? The one labeled b.

---

a.
Molecular formula: H16O8
Method: DFT, wB97M-V/def2-TZVPD

Results
LUMO energy: -0.16 eV
Total charge: 0
Gap between HOMO and LUMO: 0.35661 Ha

CARTESIAN COORDINATES (ANGSTROEM)
O  -1.613  1.696  1.170
H  -2.222  1.208  0.589
H  -0.912  1.074  1.276
O  -3.418  0.352  -0.406
H  -2.799  -0.120  -0.923
H  -4.183  -0.226  -0.363
O  -1.208  -3.053  0.566
H  -2.062  -2.845  0.195
H  -1.120  -2.462  1.314
O  2.625  2.994  1.373
H  2.714  2.089  1.091
H  2.964  3.009  2.246
O  2.292  0.460  0.041
H  3.198  0.221  0.290
H  2.267  0.957  -0.787
O  1.664  -1.839  -1.433
H  1.711  -0.956  -1.102
H  2.346  -1.990  -2.126
O  -0.041  -0.574  1.203
H  -0.475  -0.605  0.322
H  0.864  -0.215  1.016
O  -0.703  0.267  -1.542
H  -0.917  1.087  -2.000
H  -0.965  -0.533  -2.007

The net atomic charges from Mulliken, expressed in e, are: O -0.683; H 0.361; H 0.444; O -0.631; H 0.275; H 0.317; O -0.630; H 0.280; H 0.329; O -0.587; H 0.351; H 0.325; O -0.786; H 0.310; H 0.305; O -0.612; H 0.366; H 0.291; O -0.733; H 0.266; H 0.422; O -0.555; H 0.259; H 0.315

---

b.
Molecular formula: H16O8
Method: DFT, wB97M-V/def2-TZVPD

Results
LUMO energy: -0.29 eV
Total charge: 0
Gap between HOMO and LUMO: 0.37120 Ha

CARTESIAN COORDINATES (ANGSTROEM)
O  -0.263  1.611  -0.087
H  -0.059  2.381  -0.630
H  0.545  1.457  0.416
O  0.343  -3.580  0.771
H  0.501  -3.491  1.718
H  0.681  -2.758  0.399
O  3.832  -1.914  -0.718
H  3.997  -1.552  -1.596
H  3.573  -1.149  -0.193
O  2.742  4.480  -1.379
H  2.282  4.540  -2.224
H  3.173  3.618  -1.407
O  -4.816  -0.812  -1.274
H  -4.598  -0.530  -2.170
H  -4.120  -0.424  -0.731
O  -3.021  1.949  3.650
H  -3.047  2.902  3.793
H  -2.509  1.848  2.840
O  -2.991  -0.995  -2.083
H  -3.522  -1.768  -1.863
H  -2.137  -1.362  -2.338
O  2.744  -1.462  1.670
H  3.341  -2.090  1.247
H  3.327  -0.899  2.191

The net atomic charges from Mulliken, expressed in e, are: O -0.627; H 0.322; H 0.308; O -0.633; H 0.317; H 0.317; O -0.636; H 0.300; H 0.309; O -0.640; H 0.323; H 0.314; O -0.714; H 0.390; H 0.374; O -0.641; H 0.319; H 0.321; O -0.701; H 0.383; H 0.267; O -0.651; H 0.401; H 0.278

---

Which structure is the least stable? The one labeled b.

---

a.
Molecular formula: H16O8
Method: DFT, wB97M-V/def2-TZVPD

Results
LUMO energy: -0.05 eV
Total charge: 0
Gap between HOMO and LUMO: 0.32134 Ha

CARTESIAN COORDINATES (ANGSTROEM)
O  -0.690  0.337  -0.039
H  -0.623  0.836  -0.860
H  0.226  0.168  0.209
O  3.458  -3.187  -0.556
H  3.460  -2.290  -0.202
H  4.121  -3.648  -0.031
O  0.197  -2.012  3.329
H  0.253  -1.088  3.059
H  0.708  -2.483  2.662
O  -3.772  0.344  4.092
H  -3.214  0.096  3.347
H  -4.629  -0.044  3.883
O  -0.760  1.310  1.484
H  -0.832  2.128  1.989
H  -0.027  0.842  1.900
O  0.600  3.581  0.927
H  1.113  4.395  0.878
H  -0.298  3.856  0.709
O  -0.752  2.208  -5.841
H  -0.854  1.574  -6.560
H  -1.173  1.778  -5.088
O  1.553  -2.903  -3.159
H  1.068  -3.283  -2.418
H  0.867  -2.514  -3.713

The net atomic charges from Mulliken, expressed in e, are: O -0.604; H 0.299; H 0.320; O -0.610; H 0.301; H 0.314; O -0.620; H 0.315; H 0.315; O -0.634; H 0.319; H 0.316; O -0.526; H 0.266; H 0.211; O -0.582; H 0.282; H 0.323; O -0.636; H 0.323; H 0.314; O -0.619; H 0.312; H 0.303

---

b.
Molecular formula: H16O8
Method: DFT, wB97M-V/def2-TZVPD

Results
LUMO energy: 0.39 eV
Total charge: 0
Gap between HOMO and LUMO: 0.42247 Ha

CARTESIAN COORDINATES (ANGSTROEM)
O  1.156  1.044  2.123
H  0.216  1.365  2.005
H  1.491  1.203  1.216
O  -1.088  1.554  0.818
H  -1.600  0.745  0.659
H  -1.630  2.197  1.181
O  1.854  0.772  -0.516
H  2.757  0.789  -0.212
H  1.635  -0.178  -0.660
O  0.076  -1.365  1.826
H  0.394  -0.408  1.927
H  0.458  -1.852  2.544
O  1.421  -1.839  -0.583
H  0.682  -1.788  -1.190
H  0.958  -1.856  0.326
O  -2.175  -0.834  0.128
H  -1.939  -1.090  -0.810
H  -1.543  -1.338  0.718
O  -0.679  -1.039  -2.352
H  -0.613  -0.097  -2.106
H  -1.431  -1.137  -2.897
O  -0.350  1.708  -1.732
H  0.616  1.532  -1.603
H  -0.667  1.913  -0.808

The net atomic charges from Mulliken, expressed in e, are: O -0.808; H 0.477; H 0.426; O -0.746; H 0.474; H 0.288; O -0.803; H 0.316; H 0.441; O -0.755; H 0.424; H 0.278; O -0.787; H 0.374; H 0.460; O -0.803; H 0.354; H 0.366; O -0.737; H 0.472; H 0.301; O -0.837; H 0.388; H 0.438

---

Which structure is the least stable? The one labeled a.

---

a.
Molecular formula: H16O8
Method: DFT, wB97M-V/def2-TZVPD

Results
LUMO energy: 0.25 eV
Total charge: 0
Gap between HOMO and LUMO: 0.42176 Ha

CARTESIAN COORDINATES (ANGSTROEM)
O  0.126  1.398  -0.127
H  0.420  0.742  0.503
H  -0.844  1.254  -0.312
O  2.815  2.942  -0.122
H  2.517  3.655  0.332
H  3.702  2.729  0.229
O  -2.308  4.909  0.061
H  -2.602  5.637  0.663
H  -1.591  4.638  0.595
O  -2.316  -3.464  -0.946
H  -1.831  -4.233  -0.838
H  -1.606  -2.885  -1.275
O  -3.110  -2.243  2.075
H  -3.159  -1.503  1.384
H  -3.519  -1.673  2.772
O  -3.186  -0.393  -1.621
H  -4.068  -0.748  -1.740
H  -2.525  -1.083  -1.281
O  3.591  -1.878  1.999
H  4.199  -1.256  1.519
H  3.843  -1.967  2.912
O  3.819  -1.777  -1.909
H  4.386  -1.724  -2.714
H  3.245  -1.078  -2.161

The net atomic charges from Mulliken, expressed in e, are: O -0.643; H 0.311; H 0.327; O -0.585; H 0.279; H 0.309; O -0.615; H 0.324; H 0.289; O -0.586; H 0.285; H 0.301; O -0.607; H 0.301; H 0.319; O -0.623; H 0.316; H 0.297; O -0.635; H 0.322; H 0.311; O -0.626; H 0.323; H 0.306

---

b.
Molecular formula: H16O8
Method: DFT, wB97M-V/def2-TZVPD

Results
LUMO energy: -0.50 eV
Total charge: 0
Gap between HOMO and LUMO: 0.24974 Ha

CARTESIAN COORDINATES (ANGSTROEM)
O  -10.319  -14.012  24.545
H  -10.332  -14.779  25.117
H  -11.166  -14.029  24.101
O  -8.330  -14.164  24.323
H  -9.274  -14.041  24.428
H  -8.040  -13.393  23.834
O  -6.426  -14.667  24.038
H  -7.373  -14.534  24.079
H  -6.102  -13.925  23.528
O  -5.970  -13.115  22.560
H  -6.896  -12.878  22.527
H  -5.506  -12.299  22.369
O  -9.644  -12.926  26.098
H  -9.587  -13.332  25.233
H  -10.453  -13.274  26.474
O  -7.899  -12.615  23.084
H  -8.389  -12.552  22.265
H  -8.242  -11.904  23.625
O  -10.754  -12.118  22.828
H  -10.459  -12.654  23.565
H  -10.061  -12.207  22.174
O  -9.870  -15.764  25.483
H  -8.974  -15.835  25.810
H  -9.946  -16.468  24.838

The net atomic charges from Mulliken, expressed in e, are: O -0.779; H 0.443; H 0.146; O -0.845; H 0.653; H 0.175; O -1.070; H 0.564; H 0.418; O -0.698; H 0.318; H 0.256; O -0.675; H 0.236; H 0.265; O -0.452; H 0.251; H 0.468; O -0.661; H 0.601; H 0.307; O -0.639; H 0.361; H 0.359

---

c.
Molecular formula: H16O8
Method: DFT, wB97M-V/def2-TZVPD

Results
LUMO energy: 0.06 eV
Total charge: 0
Gap between HOMO and LUMO: 0.36604 Ha

CARTESIAN COORDINATES (ANGSTROEM)
O  0.598  -2.152  -0.368
H  1.081  -2.092  -1.222
H  1.280  -1.973  0.277
O  -1.503  -1.867  2.201
H  -1.466  -0.938  1.910
H  -1.740  -2.280  1.357
O  -0.971  1.422  -2.253
H  -1.089  1.812  -3.089
H  -0.410  1.971  -1.711
O  0.963  2.682  -0.850
H  1.565  3.343  -0.435
H  1.497  1.978  -1.188
O  0.713  -0.733  3.169
H  0.966  -1.135  4.015
H  -0.103  -1.122  2.861
O  -0.645  0.124  0.340
H  -0.262  -0.686  -0.004
H  -1.010  0.605  -0.447
O  1.345  1.543  1.832
H  0.845  1.220  1.069
H  1.204  0.718  2.411
O  -1.255  -1.084  -3.252
H  -1.117  -0.282  -2.802
H  -0.487  -1.073  -3.823

The net atomic charges from Mulliken, expressed in e, are: O -0.689; H 0.307; H 0.336; O -0.735; H 0.316; H 0.311; O -0.722; H 0.285; H 0.390; O -0.706; H 0.301; H 0.299; O -0.639; H 0.288; H 0.428; O -0.614; H 0.448; H 0.302; O -0.720; H 0.318; H 0.470; O -0.610; H 0.339; H 0.297

---

d.
Molecular formula: H16O8
Method: DFT, wB97M-V/def2-TZVPD

Results
LUMO energy: 0.14 eV
Total charge: 0
Gap between HOMO and LUMO: 0.40344 Ha

CARTESIAN COORDINATES (ANGSTROEM)
O  24.001  13.843  -12.581
H  23.811  14.750  -12.946
H  24.328  13.978  -11.707
O  20.916  17.582  -16.756
H  20.820  17.420  -15.807
H  20.128  18.120  -17.028
O  24.626  14.381  -16.162
H  25.508  14.052  -15.999
H  23.950  13.782  -15.788
O  26.514  13.991  -13.679
H  26.960  13.475  -12.985
H  25.633  13.607  -13.618
O  26.349  16.111  -11.865
H  25.479  16.096  -11.477
H  26.269  15.607  -12.679
O  23.946  16.202  -14.049
H  24.492  15.775  -14.744
H  23.195  16.609  -14.508
O  21.317  17.754  -14.117
H  21.129  17.232  -13.343
H  21.567  18.610  -13.763
O  24.576  18.385  -12.372
H  25.499  18.231  -12.612
H  24.195  17.555  -12.557

The net atomic charges from Mulliken, expressed in e, are: O -0.682; H 0.362; H 0.327; O -0.651; H 0.364; H 0.306; O -0.674; H 0.310; H 0.343; O -0.676; H 0.313; H 0.361; O -0.646; H 0.273; H 0.383; O -0.548; H 0.301; H 0.290; O -0.688; H 0.325; H 0.306; O -0.634; H 0.348; H 0.287

---

Which structure is the least stable? The one labeled b.